This record from the Open Molecules 2025 dataset describes C28H27Cl2N4OPPtS as an isolated structure. The level of theory is wB97M-V/def2-TZVPD.

The geometry in ORCA input format:
```
! wB97M-V def2-TZVPD RIJCOSX def2/J DEFGRID3
* xyz 0 1
Pt 0.7727 -0.0480 -1.2889
O 3.3441 0.3603 -2.7293
N 2.8705 0.2081 -1.4364
C 3.7860 0.4155 -0.5846
C 3.6947 0.1898 0.8639
C 4.9223 0.2113 1.5325
C 5.0110 -0.0338 2.8892
C 3.8606 -0.3081 3.6137
C 2.6377 -0.3244 2.9671
C 2.5314 -0.0686 1.5998
P 0.8665 -0.0777 0.8680
C 0.0379 1.3781 1.5753
C 0.6621 2.2899 2.4196
C -0.0190 3.4249 2.8454
C -1.3241 3.6514 2.4380
C -1.9481 2.7465 1.5850
C -1.2643 1.6265 1.1401
C 0.0867 -1.5300 1.6247
C 0.6207 -2.7759 1.2921
C 0.0389 -3.9354 1.7738
C -1.0961 -3.8630 2.5742
C -1.6377 -2.6292 2.8967
C -1.0480 -1.4612 2.4259
H 2.5485 0.2606 -3.2760
H 4.7573 0.7092 -0.9717
H 5.8226 0.4153 0.9647
H 5.9763 -0.0166 3.3786
H 3.9139 -0.5070 4.6765
H 1.7381 -0.5412 3.5325
H 1.6836 2.1341 2.7435
H 0.4795 4.1348 3.4941
H -1.8512 4.5368 2.7725
H -2.9660 2.9173 1.2520
H -1.7224 0.9610 0.4143
H 1.4797 -2.8345 0.6314
H 0.4576 -4.8980 1.5077
H -1.5621 -4.7710 2.9369
H -2.5276 -2.5691 3.5112
H -1.4808 -0.5019 2.6811
Cl 0.4234 -2.8532 -2.5910
C -1.1442 -2.7401 -1.8289
C -1.8073 -3.9458 -1.6583
C -3.0844 -3.9733 -1.1289
C -3.7001 -2.7729 -0.8015
C -3.0213 -1.5828 -0.9826
Cl -3.8981 -0.1300 -0.5601
C -1.6866 -1.4709 -1.4729
N -1.0941 -0.2503 -1.6278
H -1.3106 -4.8623 -1.9512
H -3.6000 -4.9148 -0.9882
H -4.7064 -2.7514 -0.4026
C -2.9415 2.7073 -2.5269
N -1.5953 3.0051 -2.0784
C -0.4932 2.6872 -2.7762
S 1.0324 2.8618 -2.0665
N -0.7014 2.2459 -4.0306
C 0.3356 1.7938 -4.9351
H -3.6406 3.0417 -1.7654
H -3.0869 1.6327 -2.6698
H -3.1701 3.2516 -3.4464
H -1.4303 3.1080 -1.0901
H -1.6433 1.9896 -4.2680
H 1.2965 2.1176 -4.5462
H 0.1880 2.2251 -5.9251
H 0.3264 0.7037 -5.0163
*
```

Results
- Orbital gap: 6.128 eV
- Total energy: -3156.63423 Eh

Want to see where the charge sits? The natural (NBO) charges in e are:
1. Pt 0.526
2. O -0.530
3. N -0.125
4. C 0.067
5. C -0.073
6. C -0.171
7. C -0.193
8. C -0.198
9. C -0.175
10. C -0.345
11. P 1.144
12. C -0.407
13. C -0.182
14. C -0.215
15. C -0.181
16. C -0.251
17. C -0.145
18. C -0.409
19. C -0.181
20. C -0.204
21. C -0.198
22. C -0.212
23. C -0.141
24. H 0.488
25. H 0.203
26. H 0.216
27. H 0.222
28. H 0.223
29. H 0.229
30. H 0.219
31. H 0.216
32. H 0.215
33. H 0.217
34. H 0.253
35. H 0.226
36. H 0.218
37. H 0.216
38. H 0.215
39. H 0.218
40. Cl -0.019
41. C -0.053
42. C -0.237
43. C -0.232
44. C -0.270
45. C 0.048
46. Cl -0.043
47. C 0.029
48. N -0.921
49. H 0.222
50. H 0.215
51. H 0.222
52. C -0.439
53. N -0.590
54. C 0.351
55. S -0.352
56. N -0.596
57. C -0.424
58. H 0.219
59. H 0.223
60. H 0.192
61. H 0.422
62. H 0.399
63. H 0.238
64. H 0.201
65. H 0.199

=====

This record from the Open Molecules 2025 dataset describes a 4-piece molecular cluster, C15H25Cl4N3 overall in a non-equilibrium geometry. The level of theory is wB97M-V/def2-TZVPD.

The geometry in ORCA input format:
```
! wB97M-V def2-TZVPD RIJCOSX def2/J DEFGRID3
* xyz 0 1
Cl 5.1745 1.8691 2.2520
C 5.5968 1.5781 0.5852
Cl 5.5353 -0.1681 0.2357
Cl 4.4067 2.4457 -0.4167
Cl 7.1916 2.3088 0.1825
C -1.0224 6.5409 -1.4399
C -2.3314 6.1303 -1.6291
C -2.3284 4.8137 -1.3160
N -1.0841 4.3286 -0.9980
C -0.2753 5.4298 -0.9989
H -0.6462 7.5499 -1.5222
H -3.1368 6.7872 -1.9227
H -3.1798 4.1499 -1.3455
H -0.7921 3.4245 -0.6554
H 0.7649 5.3706 -0.7148
C 0.4397 -5.7247 2.1471
C 1.3040 -4.6299 1.9878
C 2.1037 -4.7014 0.8390
N 1.7081 -5.8596 0.2844
C 0.7609 -6.5352 1.0589
H -0.2688 -5.8323 2.9551
H 1.3768 -3.7437 2.6008
H 2.8266 -4.0834 0.3273
H 2.1598 -6.1946 -0.5546
H 0.4592 -7.5178 0.7272
C -3.0920 -1.6346 -0.0685
C -2.6556 -0.1814 -0.3924
N -1.1933 -0.0563 -0.1059
C -0.2029 -0.7132 -0.9918
C -0.4563 -0.2592 -2.5165
C -0.9383 -0.1728 1.3868
C -0.0041 0.9908 1.8594
H -2.3605 -2.2105 -0.6355
H -4.1100 -1.9935 -0.2202
H -2.9696 -1.8244 0.9978
H -3.0277 0.0990 -1.3778
H -3.2221 0.5815 0.1417
H 0.8272 -0.5192 -0.6930
H -0.3341 -1.7950 -1.0166
H 0.3529 -0.5730 -3.1760
H -1.3977 -0.6410 -2.9115
H -0.4104 0.8232 -2.6364
H -0.3810 -1.1060 1.4685
H -1.7575 -0.3663 2.0794
H -0.6715 1.8040 2.1447
H 0.7994 1.2944 1.1884
H 0.4617 0.7172 2.8062
*
```

Results
- Orbital gap: 7.975 eV
- Total energy: -2591.47386 Eh
- SMILES: ClC(Cl)(Cl)Cl.c1cc[nH]c1.c1cc[nH]c1.CCN(CC)CC

Want to see where the charge sits? The natural (NBO) charges in e are:
1. Cl 0.076
2. C -0.216
3. Cl 0.057
4. Cl 0.039
5. Cl 0.045
6. C -0.309
7. C -0.304
8. C -0.071
9. N -0.511
10. C -0.082
11. H 0.216
12. H 0.225
13. H 0.200
14. H 0.429
15. H 0.204
16. C -0.307
17. C -0.303
18. C -0.087
19. N -0.496
20. C -0.082
21. H 0.234
22. H 0.210
23. H 0.216
24. H 0.406
25. H 0.211
26. C -0.638
27. C -0.219
28. N -0.481
29. C -0.208
30. C -0.619
31. C -0.223
32. C -0.619
33. H 0.203
34. H 0.215
35. H 0.199
36. H 0.201
37. H 0.195
38. H 0.203
39. H 0.164
40. H 0.210
41. H 0.207
42. H 0.208
43. H 0.178
44. H 0.208
45. H 0.204
46. H 0.211
47. H 0.204

=====

This record from the Open Molecules 2025 dataset describes one molecule with the formula C3H4N2O. The level of theory is wB97M-V/def2-TZVPD.

The geometry in ORCA input format:
```
! wB97M-V def2-TZVPD RIJCOSX def2/J DEFGRID3
* xyz 0 1
O -1.6959 -1.1069 0.2681
C -0.6180 -0.3408 -0.0490
C -0.4480 0.7867 -0.7982
N 0.8578 1.2186 -0.7088
C 1.4609 0.3540 0.0625
N 0.6113 -0.6223 0.4929
H -2.3440 -0.5111 0.6681
H -1.1952 1.3064 -1.3825
H 2.4935 0.3934 0.3852
H 0.8407 -1.4358 1.0400
*
```

Results
- Orbital gap: 9.233 eV
- Total energy: -301.46040 Eh
- SMILES: Oc1cnc[nH]1

Want to see where the charge sits? The natural (NBO) charges in e are:
1. O -0.677
2. C 0.369
3. C -0.174
4. N -0.444
5. C 0.155
6. N -0.547
7. H 0.492
8. H 0.209
9. H 0.195
10. H 0.422

=====

Molecular weight / g mol⁻¹: 764.58, 389.20, 84.08
ΔE to the lowest compared entry with this formula, charge and spin / kcal/mol: 12.3, 40.3, 16.8
HOMO level / eV: -6.37, -7.93, -8.60